Record 1
90
Properties=species:S:1:pos:R:3 method="wB97M-V/def2-TZVPD" homo_energy_ev=-8.79 orbital_gap_ev=9.246 spin_multiplicity=1 relative_energy_kj_mol=16.31 e_tot_ev=-52016.6836 fmax_ev_per_a=8.60 total_charge=0
C 0.872 -0.872 -1.240
C -0.245 0.121 -1.452
O -1.529 -0.376 -1.254
H 0.677 -1.833 -1.708
H 1.081 -1.076 -0.127
H 1.790 -0.505 -1.653
H -0.104 0.584 -2.427
H -0.075 0.961 -0.793
H -2.247 0.295 -1.346
C 3.513 3.444 -2.910
C 2.201 2.802 -2.625
O 1.665 3.404 -1.430
H 3.405 4.547 -2.870
H 3.991 3.205 -3.838
H 4.283 3.136 -2.213
H 2.396 1.727 -2.461
H 1.603 2.880 -3.516
H 0.691 3.212 -1.442
C -2.513 -3.399 -0.009
O -3.171 -3.224 -1.172
N -1.506 -2.628 0.297
N -2.868 -4.264 0.891
H -1.393 -1.867 -0.385
H -1.174 -2.522 1.267
H -3.685 -4.936 0.724
H -2.259 -4.637 1.579
C -4.010 -1.284 2.674
O -4.552 -0.586 3.736
N -4.135 -2.556 2.559
N -3.226 -0.774 1.754
H -4.293 -3.065 3.456
H -3.574 -3.106 1.880
H -3.088 0.248 1.832
H -2.893 -1.215 0.977
C 3.649 0.748 0.564
O 2.302 1.112 0.891
N 4.225 -0.340 1.003
N 4.290 1.594 -0.185
H 3.642 -1.058 1.442
H 5.227 -0.477 0.858
H 3.823 2.410 -0.456
H 5.317 1.635 -0.295
C 0.038 -0.313 2.564
O -0.906 -1.378 2.749
H -0.247 0.574 3.101
H -0.084 -0.051 1.564
H 1.047 -0.737 2.754
H -1.686 -0.997 2.428
C 2.976 -3.409 2.501
O 2.604 -2.486 1.582
H 3.809 -3.148 3.142
H 3.307 -4.272 1.869
H 2.095 -3.714 3.047
H 2.063 -2.838 0.874
C 4.065 -0.789 -3.287
O 4.841 -0.518 -2.109
H 3.466 0.064 -3.633
H 3.419 -1.633 -3.121
H 4.870 -0.976 -4.067
H 4.304 -0.007 -1.474
C -4.816 -0.004 -1.054
O -3.886 0.991 -0.810
H -4.305 -0.923 -1.398
H -5.424 0.308 -1.828
H -5.507 -0.270 -0.228
H -4.411 1.731 -0.340
C 0.815 -4.450 -1.309
O 0.796 -4.042 0.072
H 1.629 -4.046 -1.845
H -0.024 -4.001 -1.795
H 0.851 -5.579 -1.387
H -0.003 -3.548 0.236
C 0.189 4.263 1.577
O 0.174 2.998 0.950
H -0.624 4.820 1.252
H 0.982 4.901 1.217
H 0.279 4.251 2.632
H 0.969 2.481 1.137
C -2.005 3.094 -2.000
O -1.000 3.682 -2.723
H -1.916 3.536 -1.009
H -1.728 2.056 -2.094
H -2.965 3.121 -2.528
H -0.888 4.516 -2.356
C -2.754 2.624 2.702
O -2.240 1.865 1.599
H -2.057 2.589 3.534
H -3.673 2.189 3.151
H -3.008 3.631 2.348
H -1.533 2.378 1.236


Record 2
96
Properties=species:S:1:pos:R:3 method="wB97M-V/def2-TZVPD" homo_energy_ev=-9.20 orbital_gap_ev=8.142 spin_multiplicity=1 e_tot_ev=-64302.1783 fmax_ev_per_a=6.38 total_charge=0
C -5.776 -2.069 2.005
O -6.179 -2.583 0.924
N -4.532 -1.846 2.225
N -6.506 -1.418 2.863
H -4.289 -1.659 3.187
H -3.903 -2.404 1.665
H -6.082 -1.129 3.733
H -7.486 -1.287 2.658
C 0.289 0.724 0.722
O -0.172 1.862 0.749
N -0.358 -0.245 0.199
N 1.380 0.413 1.346
H 0.088 -1.148 0.122
H -1.302 -0.149 -0.147
H 1.647 -0.532 1.583
H 1.894 1.215 1.682
C -4.123 3.646 -2.432
O -4.719 3.845 -3.472
N -3.784 4.656 -1.677
N -3.628 2.529 -2.000
H -3.407 4.535 -0.748
H -3.818 5.583 -2.076
H -3.740 1.702 -2.568
H -2.876 2.657 -1.339
C 5.643 5.042 -0.775
C 5.893 6.594 -0.844
O 4.715 7.308 -0.510
O 4.991 4.565 0.423
H 6.555 4.527 -1.078
H 4.989 4.908 -1.637
H 6.181 6.923 -1.843
H 6.681 6.993 -0.205
H 4.591 7.086 0.415
H 5.447 4.359 1.242
C 5.863 -0.560 -1.303
C 6.711 -0.548 -0.043
O 8.063 -0.175 -0.188
O 6.471 -1.426 -2.203
H 5.679 0.447 -1.678
H 4.891 -0.977 -1.041
H 6.733 -1.539 0.411
H 6.218 -0.005 0.763
H 8.336 -0.691 -0.950
H 6.004 -2.256 -2.083
C -3.048 -7.451 0.661
C -2.433 -6.305 1.488
O -2.138 -5.167 0.678
O -4.342 -7.079 0.301
H -3.175 -8.413 1.158
H -2.454 -7.664 -0.228
H -1.462 -6.540 1.924
H -3.136 -5.978 2.254
H -1.316 -5.293 0.200
H -4.196 -6.173 0.019
C -3.444 -3.439 -5.141
C -3.792 -4.714 -4.311
O -5.134 -4.490 -3.798
O -3.252 -2.258 -4.260
H -4.152 -3.260 -5.951
H -2.526 -3.601 -5.705
H -3.026 -4.848 -3.548
H -3.812 -5.626 -4.908
H -5.099 -3.811 -3.121
H -2.311 -2.066 -4.255
C -3.019 3.416 4.774
C -1.880 4.049 5.637
O -0.567 3.616 5.248
O -3.040 2.070 4.942
H -2.897 3.737 3.739
H -3.910 3.810 5.263
H -2.049 3.850 6.695
H -1.871 5.139 5.623
H -0.101 3.415 6.063
H -2.110 1.834 4.979
C 0.980 1.381 -6.044
C 1.596 0.265 -5.135
O 0.826 -0.896 -5.071
O 1.186 1.082 -7.431
H 1.365 2.329 -5.669
H -0.091 1.488 -5.870
H 1.799 0.739 -4.175
H 2.583 0.014 -5.524
H 1.270 -1.464 -4.438
H 0.407 0.601 -7.719
O 3.100 -3.358 2.762
H 3.692 -3.941 3.237
H 3.062 -3.723 1.878
O 0.202 -1.895 5.490
H 0.649 -2.485 6.097
H 0.516 -2.157 4.625
O -0.286 6.317 1.159
H 0.290 6.386 1.921
H -0.521 5.390 1.119
O 4.668 -1.055 5.387
H 4.289 -1.657 4.747
H 4.836 -1.599 6.157


Record 3
102
Properties=species:S:1:pos:R:3 method="wB97M-V/def2-TZVPD" homo_energy_ev=-9.21 orbital_gap_ev=9.101 spin_multiplicity=1 e_tot_ev=-66957.4336 fmax_ev_per_a=6.40 total_charge=0
C 18.235 -6.851 -4.927
O 19.323 -6.987 -4.327
N 17.745 -5.682 -5.269
N 17.441 -7.888 -5.364
H 18.153 -4.828 -4.915
H 17.030 -5.545 -5.968
H 17.886 -8.790 -5.270
H 16.634 -7.634 -5.916
C 13.314 2.082 -7.779
O 12.775 3.010 -7.344
N 14.647 1.799 -7.742
N 12.742 1.013 -8.243
H 15.331 2.304 -7.196
H 14.825 0.829 -7.959
H 11.739 1.041 -8.356
H 13.213 0.208 -8.632
C 15.676 -2.794 -6.040
O 16.596 -2.440 -6.743
N 14.425 -2.573 -6.267
N 15.779 -3.457 -4.936
H 13.595 -2.927 -5.813
H 14.211 -2.019 -7.084
H 15.088 -3.222 -4.238
H 16.699 -3.611 -4.548
C 15.179 -1.561 -10.548
O 14.508 -0.927 -9.721
N 16.005 -2.532 -10.272
N 15.130 -1.292 -11.854
H 16.163 -2.869 -9.333
H 16.622 -2.755 -11.041
H 15.830 -1.794 -12.382
H 14.665 -0.567 -12.380
C 13.192 -6.630 -5.340
O 12.910 -5.905 -6.214
N 12.512 -7.756 -5.157
N 14.188 -6.426 -4.542
H 12.643 -8.270 -4.297
H 11.825 -8.241 -5.716
H 14.505 -5.468 -4.571
H 14.263 -7.060 -3.760
C 15.047 -5.479 -8.864
O 15.394 -6.159 -9.813
N 15.878 -5.195 -7.869
N 13.831 -5.024 -8.662
H 16.813 -5.566 -7.960
H 15.586 -4.774 -6.999
H 13.701 -4.731 -7.704
H 13.170 -5.270 -9.385
C 19.633 -0.451 -6.188
O 20.311 0.431 -5.771
N 18.346 -0.322 -6.497
N 19.924 -1.711 -6.142
H 18.041 0.637 -6.585
H 17.738 -1.118 -6.624
H 19.335 -2.402 -6.585
H 20.801 -2.144 -5.889
C 10.126 -1.210 -5.522
C 10.138 -2.756 -5.753
C 9.183 -3.193 -6.903
O 7.898 -2.500 -6.815
C 6.935 -3.007 -7.659
N 11.453 -3.206 -6.105
H 10.463 -0.711 -6.430
H 10.675 -0.955 -4.615
H 9.122 -0.794 -5.436
H 9.706 -3.023 -4.788
H 9.026 -4.250 -6.688
H 9.521 -2.955 -7.911
H 6.387 -2.345 -8.329
H 6.332 -3.361 -6.822
H 7.171 -3.990 -8.067
H 11.340 -3.040 -7.095
H 11.566 -4.210 -6.109
C 12.335 -2.884 2.904
C 11.770 -2.053 1.682
C 12.080 -2.502 0.225
O 12.480 -1.449 -0.665
C 12.730 -1.789 -2.000
N 10.338 -1.915 1.761
H 13.418 -2.764 2.925
H 11.949 -3.903 2.864
H 12.054 -2.426 3.852
H 12.248 -1.074 1.715
H 11.252 -3.025 -0.254
H 12.874 -3.247 0.172
H 13.443 -2.608 -2.091
H 12.954 -0.859 -2.523
H 11.810 -2.146 -2.463
H 10.080 -1.639 2.698
H 9.882 -2.812 1.683
O 18.956 -3.111 -3.420
H 18.305 -2.595 -2.944
H 19.782 -2.649 -3.274
O 17.970 -5.143 -1.614
H 17.919 -4.697 -2.460
H 18.806 -4.861 -1.244
O 15.681 -0.794 -2.715
H 16.425 -0.206 -2.583
H 15.279 -0.870 -1.850
O 11.841 -2.024 -8.846
H 12.643 -1.843 -9.336
H 11.135 -1.846 -9.468